{"formula": "C4H5CsNaO", "method": "the ωB97M-V functional and the def2-TZVPD basis", "species": ["C", "C", "H", "C", "C", "O", "Na", "H", "H", "H", "H", "Cs"], "xyz": [[4.8066, -0.1848, 1.0532], [5.7776, 0.5789, 1.1399], [6.6364, 1.2225, 1.2440], [4.8364, -0.4075, -2.4211], [3.4274, -0.7787, -2.6671], [2.4743, -0.1969, -2.1355], [3.1538, 1.0468, -0.1172], [5.5090, -0.8654, -3.1529], [4.9535, 0.6856, -2.4258], [5.0173, -0.8884, -1.4225], [3.2252, -1.6164, -3.3597], [-1.8487, -0.8860, -3.2301]], "e_tot_ev": -11232.390, "lumo_ha": -0.156, "charge": 1}



{"formula": "C4H32BO24", "method": "the ωB97M-V functional and the def2-TZVPD basis", "species": ["O", "C", "O", "B", "O", "C", "O", "O", "C", "O", "C", "O", "O", "O", "H", "H", "O", "H", "H", "O", "H", "H", "O", "H", "H", "O", "H", "H", "O", "H", "H", "O", "H", "H", "O", "H", "H", "O", "H", "H", "O", "H", "H", "O", "H", "H", "O", "H", "H", "O", "H", "H", "O", "H", "H", "O", "H", "H", "O", "H", "H"], "xyz": [[-0.4977, 0.0384, -2.2340], [-0.5701, -0.1420, -0.9909], [0.4680, -0.2391, -0.3957], [0.1378, 0.0934, 1.0440], [-1.3526, 0.2573, 0.9998], [-1.7031, 0.0921, -0.1170], [-2.8463, 0.2737, -0.5223], [0.8059, 1.2607, 1.6695], [1.4138, 0.8379, 2.6426], [2.2785, 1.4827, 3.2718], [1.0897, -0.6183, 2.8934], [0.4273, -1.1157, 1.9621], [1.6190, -1.2635, 3.8179], [3.0689, -1.7377, 6.0294], [2.6807, -1.3372, 5.3783], [2.9237, -1.1468, 6.8459], [-1.2366, 1.0536, -4.8905], [-1.6690, 0.1763, -4.7690], [-1.6439, 1.6298, -4.1911], [-5.2484, -1.3189, 0.0548], [-4.8573, -1.0145, -0.7813], [-5.6107, -1.9454, -0.2812], [-3.3402, -2.0720, -2.4344], [-2.5442, -1.9189, -2.1666], [-3.2622, -1.9507, -3.4308], [1.1069, 1.6601, -3.6138], [1.6520, 0.9468, -4.0852], [0.4115, 1.3005, -3.0565], [1.3677, 2.8050, -1.0658], [1.8771, 2.0583, -0.6727], [1.4747, 2.8424, -1.9751], [-4.0563, 0.7632, 2.3311], [-3.5345, 0.9675, 1.5668], [-3.6184, -0.0282, 2.5578], [1.7987, -3.0782, -0.4314], [0.7783, -3.1196, -0.7099], [2.0045, -3.6295, 0.4251], [0.4786, -1.8173, -3.2340], [1.1454, -1.3522, -3.6407], [0.3930, -1.3575, -2.4312], [3.5459, -0.7404, 0.4638], [3.0860, -1.4873, 0.0894], [4.0988, -1.3902, 0.9809], [-4.1310, 1.7144, -2.5313], [-3.8769, 1.2726, -1.7428], [-4.9293, 2.0497, -2.3042], [2.4847, -4.0154, 2.4361], [1.8961, -3.3869, 2.9170], [3.4572, -4.1046, 2.8147], [-2.1071, -1.3839, -4.3124], [-1.2929, -1.6391, -3.7899], [-2.1249, -2.3132, -4.8735], [4.6433, 2.1028, 4.5668], [3.7820, 2.0174, 4.1647], [5.3983, 2.0290, 3.8589], [1.9607, 4.2024, 3.4896], [2.1478, 3.2138, 3.6646], [1.8813, 4.3770, 2.6311], [-1.4475, 2.9244, -1.0076], [-1.8095, 3.2616, -1.7733], [-0.4733, 2.9593, -1.1116]], "relative_energy_ev": 8.5520, "e_tot_ev": -54486.249, "lumo_ha": 0.065, "charge": -1}



{"formula": "C2H2INS2", "method": "the ωB97M-V functional and the def2-TZVPD basis", "species": ["C", "C", "N", "S", "S", "I", "H", "H"], "xyz": [[-1.0593, 1.4394, -0.1283], [0.1094, 0.4392, -0.1977], [-0.9658, 2.6159, 0.0317], [1.6521, 1.2251, -0.7717], [1.5788, 2.8067, 0.3628], [-3.0047, 0.3972, -0.0697], [0.1489, 0.0312, 0.7556], [-0.2361, -0.5019, -0.6506]], "relative_energy_ev": 1.8337, "e_tot_ev": -33364.976, "lumo_ha": [-0.077, -0.076]}



{"formula": "C3H7NO", "method": "the ωB97M-V functional and the def2-TZVPD basis", "species": ["C", "N", "C", "C", "O", "H", "H", "H", "H", "H", "H", "H"], "xyz": [[-1.1030, -0.8847, 1.2084], [-0.9614, -0.1261, 0.0082], [0.2782, 0.2731, -0.4763], [1.5424, -0.0702, 0.2426], [0.2249, 1.0538, -1.4410], [-1.0257, -2.0193, 1.0006], [-1.9585, -0.6585, 1.8318], [-0.3287, -0.7372, 1.8713], [-1.8115, 0.2903, -0.4021], [2.2037, 0.8439, 0.1886], [1.4173, -0.2496, 1.3156], [2.1280, -0.9266, -0.1829]], "relative_energy_ev": 0.8863, "e_tot_ev": -6761.864, "lumo_ha": 0.033}



{"formula": "C7H16O3", "method": "the ωB97M-V functional and the def2-TZVPD basis", "species": ["C", "C", "C", "C", "O", "O", "H", "H", "H", "H", "H", "H", "H", "H", "C", "C", "C", "O", "H", "H", "H", "H", "H", "H", "H", "H"], "xyz": [[-1.5944, 0.1875, -0.0606], [-1.2118, -0.4493, 1.2714], [-2.5980, 1.3302, 0.1495], [-0.3763, 0.8105, -0.7817], [-2.1608, -0.7916, -0.9467], [0.2601, 1.7119, -0.1720], [-3.0752, -0.9426, -0.6851], [-0.5520, 0.9390, -1.8594], [-0.6083, 0.2439, 1.8598], [-0.6489, -1.3645, 1.0904], [-2.1036, -0.7076, 1.8479], [-2.8671, 1.7791, -0.8085], [-2.1643, 2.1013, 0.7857], [-3.5087, 0.9528, 0.6258], [2.3065, -0.6275, 0.4913], [2.5975, 0.7549, 0.7050], [0.7170, -0.9613, -1.3876], [3.1838, -1.3629, -0.1754], [2.8077, -2.2254, -0.4101], [1.5519, -1.1372, 1.0736], [3.5356, 1.0648, 0.2500], [2.5313, 1.0314, 1.7601], [1.7113, 1.3278, 0.2500], [0.8178, -1.9235, -0.8823], [1.5979, -0.6826, -1.9594], [-0.1490, -1.0591, -2.0318]], "relative_energy_ev": 4.7443, "e_tot_ev": -13656.542, "lumo_ha": [0.003, 0.003]}



{"formula": "C5H10N2O3", "method": "the ωB97M-V functional and the def2-TZVPD basis", "species": ["C", "C", "C", "C", "C", "N", "N", "O", "O", "O", "H", "H", "H", "H", "H", "H", "H", "H", "H", "H"], "xyz": [[1.2406, 1.0318, -1.6189], [0.2230, 0.5615, -1.1446], [-1.1673, -1.1636, 0.1092], [-1.9880, 1.0790, -0.5224], [-0.7123, 0.2287, -0.1113], [2.6598, -1.1487, 0.9037], [2.2953, 1.1418, 0.9395], [2.4943, 1.2483, -0.3061], [2.2580, -0.1037, 1.5257], [-0.0283, 0.7974, 1.0807], [1.9091, 1.3609, -2.3643], [-1.5077, -1.2398, 1.1167], [-1.8116, -1.4129, -0.8234], [-0.3533, -1.8435, -0.0381], [-2.7524, 0.6270, -0.0243], [-2.2404, 0.9483, -1.6429], [-1.8695, 2.1697, -0.3240], [2.5052, -1.0486, -0.0890], [1.7588, 1.8030, 1.3907], [-0.4291, 0.6041, 1.9458]], "relative_energy_ev": 12.2414, "e_tot_ev": -14458.910, "lumo_ha": [-0.009, 0.014]}



{"formula": "C5H8IP", "method": "the ωB97M-V functional and the def2-TZVPD basis", "species": ["C", "C", "C", "C", "P", "I", "C", "H", "H", "H", "H", "H", "H", "H", "H"], "xyz": [[0.9784, 0.9068, 1.5700], [0.4398, 0.0477, 0.4009], [-0.2027, -1.0944, 0.4570], [-0.6599, -1.5498, -0.8373], [-0.8094, -0.1341, -2.0286], [-2.9504, 0.8333, -1.3718], [0.3455, 0.9145, -0.8421], [1.8703, 0.4777, 2.0230], [0.3279, 1.0213, 2.4183], [1.2376, 1.7864, 1.0227], [-0.2742, -1.8188, 1.2460], [0.0933, -2.3390, -1.2591], [-1.5781, -2.1262, -0.7765], [-0.0442, 1.8400, -0.6015], [1.2261, 1.2344, -1.4209]], "relative_energy_ev": 0.0000, "e_tot_ev": -22703.499, "lumo_ha": 0.014}



{"formula": "C13H15N3O3", "method": "the ωB97M-V functional and the def2-TZVPD basis", "species": ["N", "C", "C", "C", "C", "N", "C", "C", "C", "C", "C", "C", "C", "O", "N", "C", "C", "O", "O", "H", "H", "H", "H", "H", "H", "H", "H", "H", "H", "H", "H", "H", "H", "H"], "xyz": [[1.9575, 0.7532, -0.7775], [1.5410, 1.4606, 0.4352], [0.2263, 2.1684, 0.5176], [-0.9973, 1.2834, 0.1586], [-1.3205, 0.1571, 1.0256], [-2.0517, -0.7512, 0.2619], [-2.3137, -0.2569, -1.0046], [-2.9760, -0.7937, -2.1075], [-2.7600, -0.2252, -3.4113], [-1.8823, 0.7784, -3.6162], [-1.2058, 1.3621, -2.4945], [-1.5178, 0.9518, -1.1808], [1.6451, 0.5435, 1.6949], [0.9123, 0.6614, 2.6499], [2.6586, -0.3579, 1.6571], [2.5278, -1.5275, 2.6102], [1.3719, -2.4338, 2.3491], [1.1425, -3.3400, 3.0714], [0.6949, -2.0725, 1.2516], [1.2384, 0.0851, -1.0042], [2.0208, 1.3626, -1.5230], [2.2769, 2.1887, 0.6833], [0.2579, 3.1487, -0.0136], [0.1762, 2.3792, 1.6551], [-1.0251, -0.0329, 2.1154], [-2.5397, -1.4937, 0.6727], [-3.6628, -1.6342, -2.0792], [-3.1236, -0.7220, -4.2428], [-1.4374, 0.8857, -4.7002], [-0.4293, 2.1057, -2.8119], [2.8673, -0.6822, 0.6609], [3.4644, -2.1682, 2.7246], [2.3568, -1.0519, 3.6393], [-0.0936, -2.7318, 1.1330]], "relative_energy_ev": 2.2922, "e_tot_ev": -24336.546, "lumo_ha": 0.013}